Version i
Molecular formula: C34H80Cl10N4
Method: DFT, wB97M-V/def2-TZVPD

Structure (ORCA input):
```
! RIJCOSX wB97M-V def2-TZVPD def2/J DEFGRID3
* xyz 0 1
C -4.232 -1.698 -0.820
C -4.764 -3.122 -0.564
N -6.171 -3.212 -0.944
C -6.530 -4.159 -1.862
C -5.972 -5.510 -1.574
C -6.948 -3.264 0.242
C -8.442 -2.933 0.015
H -3.340 -1.474 -0.450
H -4.924 -0.790 -0.458
H -4.131 -1.562 -1.853
H -4.485 -3.361 0.481
H -4.018 -3.703 -1.259
H -5.832 -3.864 -2.773
H -7.406 -4.117 -2.308
H -5.089 -5.863 -1.191
H -6.072 -6.116 -2.552
H -6.658 -5.966 -0.739
H -6.285 -2.440 0.718
H -6.658 -4.224 0.788
H -8.917 -3.634 -0.463
H -8.481 -2.014 -0.418
H -8.673 -2.997 0.996
C 6.774 2.732 0.130
C 6.768 1.410 -0.579
N 6.072 1.602 -1.952
C 6.440 0.598 -2.981
C 6.752 -0.702 -2.539
C 4.648 1.599 -1.769
C 3.941 2.214 -3.039
H 7.584 2.688 0.843
H 5.920 3.040 0.619
H 7.100 3.528 -0.426
H 6.335 0.680 -0.050
H 7.826 1.278 -0.993
H 7.373 0.943 -3.239
H 5.880 0.748 -3.899
H 7.023 -1.171 -1.585
H 7.429 -1.035 -3.120
H 5.927 -1.191 -2.916
H 4.444 2.136 -0.903
H 4.118 0.655 -1.789
H 4.382 3.173 -3.486
H 3.023 2.622 -2.805
H 3.833 1.477 -3.813
C -1.440 1.237 -0.102
C 0.042 1.166 0.093
N 0.331 1.588 1.528
C 1.508 1.033 2.135
C 2.618 0.907 1.423
C 0.382 3.059 1.562
C -0.046 3.600 2.969
H -2.020 0.464 0.451
H -1.591 0.953 -1.187
H -1.788 2.192 0.080
H 0.760 1.580 -0.545
H 0.423 0.017 0.155
H 1.237 -0.086 2.136
H 1.352 1.241 3.240
H 2.890 0.845 0.299
H 3.280 -0.096 1.748
H 3.380 1.832 1.548
H -0.358 3.299 0.866
H 1.351 3.437 1.454
H 0.618 3.106 3.701
H -1.110 3.473 3.184
H 0.123 4.652 2.880
C 3.457 -2.412 -0.581
C 3.291 -1.973 -2.042
N 1.908 -1.395 -2.229
C 1.627 -0.592 -3.365
C 2.280 -0.902 -4.562
C 0.954 -2.566 -2.330
C -0.441 -2.306 -1.967
H 3.391 -1.532 0.113
H 4.490 -2.488 -0.689
H 3.000 -3.332 -0.300
H 3.617 -2.659 -2.711
H 3.798 -1.124 -2.275
H 2.031 0.239 -3.181
H 0.710 -0.064 -3.241
H 3.210 -1.429 -5.016
H 2.495 0.046 -5.301
H 1.630 -1.464 -5.143
H 1.276 -3.327 -1.742
H 0.997 -3.009 -3.258
H -1.009 -3.321 -1.526
H -0.786 -1.878 -2.853
H -0.527 -1.761 -0.973
Cl -4.538 -0.588 3.108
C -3.245 -0.284 4.184
C -1.905 0.100 3.512
Cl -0.703 0.170 4.687
H -3.207 -1.161 4.987
H -3.488 0.506 4.916
H -2.127 1.068 2.931
H -1.868 -0.823 2.961
Cl -4.590 3.410 -0.251
C -5.140 2.272 0.984
C -5.375 3.085 2.315
Cl -3.891 3.880 2.909
H -4.363 1.521 1.185
H -6.081 1.866 0.648
H -5.872 2.470 3.010
H -6.057 3.847 2.131
Cl 3.492 5.138 6.196
C 2.869 3.617 6.883
C 3.039 2.394 5.882
Cl 2.606 0.971 6.603
H 1.874 3.806 7.022
H 3.341 3.319 7.799
H 3.971 2.236 5.555
H 2.524 2.807 4.960
Cl 0.750 -5.800 0.385
C 0.913 -4.843 1.909
C 0.478 -3.358 1.534
Cl -1.242 -3.151 1.763
H 1.856 -4.773 2.306
H 0.349 -5.223 2.693
H 0.825 -3.152 0.577
H 1.020 -2.625 2.152
Cl 0.017 3.580 -3.637
C -1.287 4.542 -2.836
C -2.669 4.290 -3.496
Cl -3.043 2.472 -3.525
H -1.077 5.688 -2.848
H -1.307 4.165 -1.757
H -2.471 4.596 -4.458
H -3.277 4.719 -3.046
*
```

Properties
E_LUMO = 0.4997 eV
SMILES = CCN(CC)CC.CCN(CC)CC.CCN(CC)CC.CCN(CC)CC.ClCCCl.ClCCCl.ClCCCl.ClCCCl.ClCCCl

Version ii
Molecular formula: C34H80Cl10N4
Method: DFT, wB97M-V/def2-TZVPD

Structure (ORCA input):
```
! RIJCOSX wB97M-V def2-TZVPD def2/J DEFGRID3
* xyz 0 1
C -3.817 -2.985 3.018
C -2.384 -3.175 2.470
N -2.119 -4.632 1.962
C -1.028 -4.606 0.995
C 0.186 -4.048 1.266
C -1.919 -5.682 2.991
C -1.850 -7.142 2.402
H -3.912 -3.618 3.867
H -4.574 -3.426 2.293
H -4.072 -1.920 2.937
H -1.789 -2.702 3.289
H -2.312 -2.317 1.820
H -1.219 -3.920 0.154
H -1.083 -5.691 0.646
H 0.462 -3.149 1.689
H 0.619 -3.650 0.242
H 0.802 -4.763 1.696
H -2.724 -5.665 3.857
H -1.108 -5.528 3.791
H -2.631 -7.356 1.689
H -2.022 -8.000 3.143
H -0.741 -7.334 2.091
C 3.810 -1.511 3.299
C 3.184 -0.923 4.618
N 2.099 0.004 4.331
C 0.979 -0.561 3.829
C -0.257 0.130 3.551
C 1.644 0.594 5.648
C 2.686 1.615 6.128
H 3.041 -2.127 2.827
H 4.780 -2.086 3.480
H 4.003 -0.674 2.696
H 3.963 -0.337 5.112
H 2.931 -1.656 5.471
H 1.207 -0.902 2.887
H 0.773 -1.445 4.463
H -0.278 1.152 3.428
H -0.921 -0.298 4.364
H -0.611 -0.462 2.633
H 1.463 -0.195 6.579
H 0.636 1.096 5.667
H 3.766 1.263 5.931
H 2.539 1.875 7.220
H 2.671 2.667 5.673
C -5.550 3.930 0.661
C -5.058 2.463 1.075
N -4.457 1.708 -0.139
C -3.488 0.659 0.209
C -3.718 -0.031 1.321
C -5.535 1.136 -0.797
C -5.182 1.032 -2.359
H -6.129 3.655 -0.302
H -4.513 4.237 0.328
H -6.099 4.501 1.320
H -5.873 1.989 1.725
H -4.283 2.661 1.839
H -2.612 1.208 0.466
H -3.152 0.332 -0.785
H -4.428 0.395 2.003
H -2.794 -0.356 1.804
H -4.362 -0.879 1.024
H -6.306 1.787 -0.701
H -5.746 0.158 -0.396
H -4.494 0.248 -2.566
H -4.904 1.994 -2.905
H -6.081 0.853 -2.967
C 1.509 4.449 -3.248
C 0.070 4.703 -3.384
N -0.644 3.426 -2.991
C -1.707 3.430 -2.159
C -2.699 4.355 -2.251
C -1.022 2.703 -4.263
C -1.624 1.262 -4.061
H 1.980 5.409 -3.292
H 1.810 3.770 -4.116
H 1.686 3.811 -2.376
H -0.226 5.225 -4.394
H -0.008 5.510 -2.663
H -1.138 3.424 -1.105
H -2.040 2.386 -1.796
H -2.529 5.398 -2.634
H -3.350 4.436 -1.421
H -3.358 4.039 -2.890
H -0.122 2.568 -4.956
H -1.748 3.380 -4.758
H -2.459 1.462 -3.507
H -0.765 0.790 -3.608
H -1.777 0.855 -5.065
Cl 2.170 6.010 2.813
C 2.068 4.323 3.156
C 1.590 3.482 1.968
Cl 2.722 3.480 0.608
H 1.409 4.054 4.029
H 3.100 4.051 3.311
H 0.346 3.732 1.777
H 1.517 2.339 2.327
Cl 3.901 -7.588 -1.318
C 3.444 -6.198 -0.240
C 4.149 -4.944 -0.814
Cl 3.673 -3.544 0.156
H 3.796 -6.582 0.603
H 2.491 -6.328 -0.165
H 3.836 -4.793 -1.747
H 5.280 -5.117 -0.674
Cl 8.323 1.366 -5.191
C 6.584 1.595 -5.622
C 5.647 1.977 -4.472
Cl 4.147 2.741 -5.086
H 6.113 0.734 -6.086
H 6.406 2.212 -6.490
H 5.958 2.597 -3.678
H 5.387 1.162 -3.753
Cl -0.283 -0.382 -0.401
C 1.502 -0.325 -0.297
C 2.040 0.417 -1.544
Cl 3.834 0.771 -1.323
H 2.040 -1.304 -0.313
H 1.852 0.230 0.639
H 1.654 1.368 -1.573
H 1.845 -0.031 -2.577
Cl 0.797 0.490 -6.987
C 1.777 -0.324 -5.724
C 1.154 -1.679 -5.595
Cl 1.806 -2.571 -4.168
H 1.552 0.305 -4.892
H 2.959 -0.318 -6.094
H 1.296 -2.116 -6.346
H 0.173 -1.672 -5.282
*
```

Properties
E_LUMO = 0.4297 eV
SMILES = CCN(CC)CC.CCN(CC)CC.CCN(CC)CC.CCN(CC)CC.ClCCCl.ClCCCl.ClCCCl.ClCCCl.ClCCCl

Here is how they stack up, most stable first: version ii, version i.

Version i
Molecular formula: C2H3N2P
Method: DFT, wB97M-V/def2-TZVPD

Structure (ORCA input):
```
! RIJCOSX wB97M-V def2-TZVPD def2/J DEFGRID3
* xyz 0 1
C 0.042 0.592 0.760
C 0.998 0.484 -0.352
P 0.342 -0.603 -1.459
N -0.831 -0.922 -0.336
N -0.951 -0.203 0.717
H 0.020 1.264 1.628
H 1.766 1.101 -0.579
H -1.385 -1.714 -0.380
*
```

Properties
E_LUMO = 0.8622 eV
SMILES = c1cp[nH]n1

Version ii
Molecular formula: C2H3N2P
Method: DFT, wB97M-V/def2-TZVPD

Structure (ORCA input):
```
! RIJCOSX wB97M-V def2-TZVPD def2/J DEFGRID3
* xyz 0 1
C -0.715 0.348 -0.098
C 0.435 1.090 -0.099
N -0.471 -0.978 -0.026
N 0.780 -1.209 0.016
P 1.860 0.125 0.032
H -1.634 0.738 -0.074
H 0.318 2.088 -0.053
H 0.885 -2.796 0.128
*
```

Properties
E_LUMO = -0.8596 eV

Here is how they stack up, most stable first: version i, version ii.

Version i
Molecular formula: CHBr2NO
Method: DFT, wB97M-V/def2-TZVPD

Structure (ORCA input):
```
! RIJCOSX wB97M-V def2-TZVPD def2/J DEFGRID3
* xyz 0 1
O -0.453 1.725 0.233
C -0.665 0.596 0.025
Br -2.261 -0.347 -0.054
N 0.633 -0.525 -0.182
Br 2.347 0.040 -0.019
H 0.399 -1.489 -0.003
*
```

Properties
E_LUMO = -0.0249 eV
SMILES = O=C(Br)NBr

Version ii
Molecular formula: CHBr2NO
Method: DFT, wB97M-V/def2-TZVPD

Structure (ORCA input):
```
! RIJCOSX wB97M-V def2-TZVPD def2/J DEFGRID3
* xyz 0 1
O -0.844 0.981 1.236
C -0.438 0.598 0.176
Br -0.552 1.479 -1.459
N 0.638 -0.522 -0.051
Br 0.657 -1.808 1.254
H 0.540 -0.729 -1.156
*
```

Properties
E_LUMO = 0.0227 eV
SMILES = O=C(Br)NBr

Here is how they stack up, most stable first: version ii, version i.

Version i
Molecular formula: C7H6F2O2
Method: DFT, wB97M-V/def2-TZVPD

Structure (ORCA input):
```
! RIJCOSX wB97M-V def2-TZVPD def2/J DEFGRID3
* xyz 0 1
O 2.128 -0.069 -0.175
C 1.211 -0.693 -0.451
F 0.819 -1.933 0.171
C 0.266 -0.498 -1.679
F 0.263 0.764 -2.042
C -1.159 -0.880 -1.365
C -1.727 -0.817 -0.125
C -1.130 -0.227 1.121
C -0.268 0.739 1.167
C 0.563 1.706 1.485
O 1.894 1.880 1.451
H 0.582 -1.080 -2.493
H -1.792 -1.286 -2.136
H -2.766 -0.965 -0.046
H -1.535 -0.585 2.024
H 0.073 2.668 1.440
H 2.576 1.277 1.653
*
```

Properties
E_LUMO = 0.5242 eV
SMILES = O=C(F)[C@H](F)/C=C\C=C=CO

Version ii
Molecular formula: C7H6F2O2
Method: DFT, wB97M-V/def2-TZVPD

Structure (ORCA input):
```
! RIJCOSX wB97M-V def2-TZVPD def2/J DEFGRID3
* xyz 0 1
O -1.615 -1.613 0.685
C -2.038 -0.801 -0.012
F -3.259 -0.372 0.263
C -1.360 0.087 -1.042
F -0.262 -0.473 -1.581
C -1.011 1.383 -0.225
C 0.148 1.749 0.342
C 1.366 0.969 0.695
C 1.788 -0.138 0.141
C 2.225 -1.344 -0.143
O 1.818 -2.455 0.523
H -2.218 0.228 -1.818
H -1.817 2.141 -0.189
H 0.297 2.756 0.771
H 1.967 1.616 1.400
H 2.900 -1.678 -0.895
H 1.072 -2.052 1.084
*
```

Properties
E_LUMO = 0.1408 eV
SMILES = O=C(F)[C@H](F)/C=C\C=C=CO

Here is how they stack up, most stable first: version ii, version i.